1.
Here is a single C3H6FNS molecule from the OMol25 dataset. Energies are from wB97M-V/def2-TZVPD.

Summary:
M ... 107.2 g/mol
E ... -670.6218 a.u.
Kohn-Sham gap ... 0.34208 Ha
SMILES string ... FC1CN(S)C1
Multiplicity ... 1
Energy above the lowest of the compared OMol25 structures with the same formula, charge and spin ... 268.7 kJ/mol
LUMO level ... 0.897 eV
Total charge ... 0

CARTESIAN COORDINATES (ANGSTROEM)
F 2.086 -1.069 -0.035
C 1.256 0.112 -0.042
C 0.141 0.039 1.039
N -0.897 0.308 -0.102
S -2.349 -0.557 -0.057
C 0.159 0.055 -1.061
H 1.948 1.013 -0.164
H -0.097 -0.940 1.515
H 0.223 0.965 1.718
H -2.823 0.128 0.855
H 0.157 0.795 -1.911
H 0.195 -0.850 -1.754

Atomic forces in eV per Å
-0.79 1.40 -0.10
1.11 -1.04 0.06
-0.62 2.17 -0.28
1.76 0.06 1.96
1.19 -2.50 -2.73
-0.19 -0.07 -4.24
-0.97 -1.29 0.75
0.76 0.76 -0.16
-0.51 -1.78 -0.49
-1.60 2.09 2.51
0.21 0.08 1.09
-0.36 0.11 1.65

Löwdin charges, unit e, in atom order: -0.07, -0.26, -0.11, -0.53, 0.78, -0.26, 0.16, 0.11, 0.13, -0.21, 0.12, 0.14

2.
Here is 13 unconnected molecules or ions with the total composition C33H89N3O13 from the OMol25 dataset. Energies are from wB97M-V/def2-TZVPD.

Summary:
M ... 736.1 g/mol
E ... -2452.7265 a.u.
Kohn-Sham gap ... 0.30671 Ha
Multiplicity ... 1
Energy above the lowest of the compared OMol25 structures with the same formula, charge and spin ... 344.4 kJ/mol
LUMO level ... -0.047 eV
Total charge ... 0

CARTESIAN COORDINATES (ANGSTROEM)
C 3.027 -2.296 -5.325
O 2.851 -2.165 -3.904
H 3.921 -1.926 -5.828
H 3.098 -3.348 -5.600
H 2.106 -1.851 -5.701
H 2.373 -1.383 -3.616
C -1.640 -4.649 5.415
O -1.766 -3.432 6.218
H -1.727 -4.250 4.405
H -0.680 -5.145 5.560
H -2.435 -5.389 5.496
H -2.692 -3.185 6.279
C -0.510 -6.488 1.892
O 0.527 -7.282 1.413
H -0.342 -5.489 1.489
H -1.531 -6.782 1.648
H -0.433 -6.564 2.976
H 0.577 -7.215 0.456
C -2.359 4.181 -1.834
O -1.879 5.041 -0.871
H -2.504 4.632 -2.816
H -1.522 3.515 -2.043
H -3.331 3.727 -1.639
H -2.414 5.826 -1.009
C -0.534 -6.295 -1.953
O 0.329 -7.379 -1.976
H -0.094 -5.326 -1.716
H -0.953 -6.196 -2.955
H -1.219 -6.431 -1.117
H -0.170 -8.181 -2.149
C -3.805 -5.083 0.951
O -3.748 -6.196 0.031
H -3.921 -5.462 1.966
H -2.892 -4.491 0.889
H -4.631 -4.421 0.693
H -4.241 -6.891 0.474
O -3.237 0.607 4.753
H -2.838 0.060 4.077
H -4.099 0.832 4.403
O 3.933 -4.778 -2.787
H 3.155 -5.324 -2.903
H 3.685 -3.927 -3.149
O -5.268 -0.303 -1.666
H -4.463 0.028 -2.063
H -5.091 -0.298 -0.725
O 1.334 4.646 0.742
H 0.402 4.446 0.657
H 1.596 4.222 1.560
C 0.931 0.932 -6.902
C 0.189 1.694 -5.764
C -0.598 3.056 -6.230
C -2.073 2.807 -6.671
C -2.747 1.740 -5.889
C -2.030 0.394 -5.597
N -0.725 0.828 -5.019
O -0.103 -0.171 -4.330
C -3.012 -0.296 -4.577
C -1.951 -0.447 -6.857
C 1.225 2.250 -4.781
H 1.901 1.358 -7.160
H 0.370 0.872 -7.834
H 1.256 -0.077 -6.650
H -0.456 3.886 -5.538
H 0.011 3.213 -7.120
H -2.230 2.407 -7.673
H -2.729 3.677 -6.662
H -3.651 1.484 -6.440
H -2.977 2.192 -4.924
H -4.090 -0.295 -4.738
H -2.807 -1.362 -4.482
H -2.998 0.210 -3.611
H -1.113 -1.137 -6.962
H -2.851 -0.994 -7.138
H -1.907 0.114 -7.791
H 0.732 2.451 -3.830
H 1.744 3.177 -5.023
H 1.931 1.440 -4.595
H -0.202 0.177 -3.440
C 1.925 -1.145 1.470
C 0.894 -1.821 0.546
C -0.223 -2.537 1.360
C -1.053 -1.512 1.994
C -1.696 -0.663 1.031
C -0.716 0.082 0.058
N 0.332 -0.842 -0.403
O 1.243 -0.322 -1.304
C -1.540 0.378 -1.164
C -0.272 1.417 0.795
C 1.578 -2.978 -0.217
H 1.509 -1.167 2.477
H 2.172 -0.119 1.196
H 2.831 -1.740 1.584
H -0.720 -3.325 0.793
H 0.257 -2.947 2.248
H -0.564 -0.917 2.766
H -1.764 -2.045 2.624
H -2.417 -0.004 1.514
H -2.385 -1.263 0.437
H -1.210 1.115 -1.897
H -1.703 -0.448 -1.856
H -2.456 0.835 -0.790
H 0.187 1.261 1.772
H 0.350 1.959 0.082
H -1.100 2.087 1.023
H 0.881 -3.421 -0.928
H 1.792 -3.877 0.362
H 2.386 -2.568 -0.823
H 1.939 -0.003 -0.725
C 2.625 6.619 5.202
C 2.999 5.086 5.255
C 3.190 4.815 6.824
C 3.236 3.353 7.149
C 2.129 2.541 6.507
C 1.870 2.764 4.985
N 1.839 4.240 4.878
O 1.332 4.706 3.623
C 2.915 2.006 4.051
C 0.509 2.148 4.759
C 4.393 4.793 4.550
H 2.933 7.160 6.096
H 3.057 7.186 4.378
H 1.543 6.743 5.230
H 4.127 5.247 7.174
H 2.419 5.356 7.373
H 4.170 2.934 6.775
H 3.195 3.033 8.190
H 1.241 2.685 7.123
H 2.416 1.506 6.690
H 3.985 2.210 4.083
H 2.629 1.993 2.999
H 2.776 0.956 4.312
H 0.511 1.263 4.123
H -0.166 2.718 4.121
H -0.070 1.818 5.622
H 5.043 5.668 4.553
H 5.000 4.056 5.075
H 4.265 4.423 3.533
H 0.447 4.987 3.868

Atomic forces in eV per Å
-1.35 0.06 0.30
1.48 -0.90 0.02
0.19 0.98 0.73
-0.56 -0.23 0.45
0.29 -0.18 -0.92
-0.12 0.18 -0.52
-0.54 1.54 -0.61
0.39 -1.35 0.22
0.41 -0.57 -0.48
-0.05 0.41 0.24
-0.14 0.12 0.64
-0.06 -0.12 -0.06
0.07 0.44 0.28
0.33 -1.04 -0.33
-0.35 0.46 0.57
-0.05 -0.40 -0.43
-0.01 0.57 0.05
0.04 -0.10 -0.28
0.54 -1.06 -1.88
-0.42 1.21 0.64
0.01 0.65 -0.15
-0.52 -0.83 0.22
0.18 -0.51 0.56
0.27 0.47 0.63
-1.03 0.60 0.12
1.78 -0.60 0.36
0.96 -0.30 -0.17
-0.79 0.24 0.27
-0.91 0.05 -0.45
-0.07 0.09 0.01
-0.05 -0.34 -0.44
0.09 0.59 0.62
0.02 0.23 0.11
0.13 -0.22 -0.08
-0.15 -0.03 0.08
-0.01 -0.21 -0.29
0.10 0.06 0.19
0.19 -0.19 -0.16
-0.25 0.11 -0.05
0.30 -0.31 0.12
-0.18 -0.18 0.01
-0.21 0.59 -0.07
-0.27 -0.06 -0.08
0.26 0.06 -0.14
0.03 -0.01 0.24
0.16 0.03 -0.48
-0.33 0.04 -0.14
0.07 0.04 0.50
0.16 0.35 -0.40
-0.47 1.37 -0.07
0.16 -2.47 -1.55
0.79 -0.38 -0.66
-0.62 -0.45 1.06
-0.88 1.40 -0.12
-2.47 1.30 -0.46
0.97 -1.19 0.61
0.91 -0.31 0.50
0.01 -0.45 -1.71
0.03 -1.03 0.85
-0.08 0.70 0.05
-0.18 0.00 0.07
-0.61 -0.14 0.49
-0.16 -0.35 0.17
-0.15 0.93 -0.13
1.10 0.48 -0.66
0.35 0.33 0.23
-0.39 0.04 0.37
-0.43 -0.37 0.32
0.04 0.49 -1.27
0.44 0.04 0.37
0.71 -0.09 0.22
0.01 -0.09 0.61
-0.31 -0.39 0.93
0.54 0.83 0.13
-0.14 0.01 0.11
-0.05 -0.23 -0.67
0.41 0.25 0.17
0.45 -0.60 0.52
-0.17 -0.72 0.86
0.71 -1.29 -0.50
2.25 0.95 0.53
-1.22 -0.64 2.31
-1.31 0.81 -2.01
-0.22 0.48 0.84
-1.96 -1.92 1.14
0.11 0.23 0.19
-0.77 1.31 -0.97
-0.07 -0.66 -1.00
-0.67 0.48 -1.17
0.04 0.61 0.15
0.05 0.00 0.06
0.17 0.12 -0.39
-0.24 0.34 -0.06
0.52 -0.92 -0.44
0.81 0.04 -0.18
-0.67 -0.01 -0.02
0.38 0.83 -0.04
0.17 -0.40 -0.46
0.84 0.58 0.41
-0.34 -0.64 0.80
-0.51 -0.22 -0.29
0.45 -0.23 -0.25
0.47 0.15 0.39
-0.44 -0.22 -0.32
-0.34 0.45 -0.37
0.76 0.56 0.61
0.40 -0.57 0.25
0.76 0.61 -0.17
-0.20 -0.54 -0.08
1.03 0.15 1.98
0.09 0.30 -0.51
0.14 -1.12 -0.68
0.62 -0.38 0.03
1.35 0.28 0.72
-0.23 0.81 -0.04
0.39 -0.68 -0.01
-0.86 -0.50 0.46
-1.55 -0.55 -1.52
-0.73 0.04 0.20
0.46 -0.36 0.18
-0.21 -0.36 -0.31
-0.04 -0.11 -0.38
0.15 0.32 -0.31
-0.34 -0.19 -0.11
0.32 0.10 -0.02
0.20 0.75 0.33
-0.40 0.24 -0.54
-0.21 -0.33 -0.31
-0.24 0.40 0.45
-0.24 0.58 -0.11
0.25 -0.18 0.21
0.74 -0.43 0.11
0.03 0.75 0.31
0.30 0.45 0.27
-0.34 0.30 -0.18
-0.34 -0.28 0.15
-0.03 0.29 -0.08
-0.13 0.15 -0.19

Löwdin population analysis, charges in e, atoms 1 to 99: -0.12, -0.14, 0.08, 0.08, 0.06, 0.06, -0.14, -0.13, 0.05, 0.08, 0.07, 0.07, -0.17, -0.10, 0.06, 0.06, 0.08, 0.05, -0.20, -0.09, 0.07, 0.07, 0.08, 0.08, -0.17, -0.11, 0.06, 0.09, 0.06, 0.09, -0.14, -0.13, 0.08, 0.06, 0.07, 0.07, -0.04, 0.01, 0.03, -0.05, 0.02, -0.02, -0.05, -0.01, 0.02, -0.06, 0.00, -0.01, -0.03, -0.45, -0.06, -0.19, -0.19, -0.44, -0.14, -0.01, -0.03, -0.04, -0.05, 0.08, 0.07, 0.05, 0.10, 0.10, 0.10, 0.11, 0.12, 0.11, 0.09, 0.09, 0.04, 0.08, 0.08, 0.07, 0.08, 0.09, 0.08, 0.06, -0.01, -0.46, -0.14, -0.26, -0.16, -0.44, -0.12, 0.02, -0.06, 0.00, -0.03, 0.07, 0.07, 0.09, 0.11, 0.13, 0.11, 0.12, 0.12, 0.12, 0.06

3.
Here is 2 unconnected molecules or ions with the total composition H2INS from the OMol25 dataset. Energies are from wB97M-V/def2-TZVPD.

Summary:
M ... 175.0 g/mol
E ... -751.6659 a.u.
Kohn-Sham gap (spin up / spin down) ... 0.27346 / 0.28783 Ha
Multiplicity ... 3
Energy above the lowest of the compared OMol25 structures with the same formula, charge and spin ... 227.8 kJ/mol
LUMO level (spin up / spin down) ... -1.106 / -1.871 eV
Total charge ... 0

CARTESIAN COORDINATES (ANGSTROEM)
N -1.282 -0.500 0.383
S -0.506 0.427 -0.555
I 1.578 -0.667 -1.575
H -1.006 -1.177 1.158
H 1.216 1.917 0.589

Atomic forces in eV per Å
-0.07 -0.74 1.24
0.24 -1.23 -0.20
-0.60 0.37 0.36
0.04 1.29 -1.65
0.39 0.31 0.26

Löwdin charges, unit e, in atom order: -0.51, 0.24, 0.16, 0.05, 0.05

4.
Here is a single C18H34N2O6 molecule from the OMol25 dataset. Energies are from wB97M-V/def2-TZVPD.

Summary:
M ... 374.5 g/mol
E ... -1267.3445 a.u.
Kohn-Sham gap ... 0.37222 Ha
SMILES string ... CC(C)(C)OC(=O)NCCCC(CCCNC(=O)OC(C)(C)C)C(=O)O
Multiplicity ... 1
Energy above the lowest of the compared OMol25 structures with the same formula, charge and spin ... 14.8 kJ/mol
LUMO level ... 0.657 eV
Total charge ... 0

CARTESIAN COORDINATES (ANGSTROEM)
C 2.431 2.642 -1.577
C 2.795 2.093 -2.957
C 3.197 3.233 -3.894
C 3.918 1.061 -2.855
O 1.638 1.506 -3.598
C 1.018 0.438 -3.062
O 1.259 -0.071 -1.991
N 0.068 0.001 -3.919
C -0.825 -1.094 -3.627
C -2.255 -0.628 -3.337
C -2.357 0.297 -2.123
C -2.061 -0.410 -0.801
C -1.961 0.578 0.375
C -0.744 1.500 0.253
C -0.165 1.857 1.626
N 0.425 0.705 2.265
C -0.221 0.011 3.236
O -1.187 0.418 3.838
O 0.409 -1.162 3.433
C -0.103 -2.114 4.394
C 0.852 -3.303 4.283
C -1.523 -2.532 4.008
C -0.065 -1.525 5.804
C -3.150 -1.401 -0.461
O -4.280 -1.384 -0.870
O -2.721 -2.327 0.409
H 3.270 3.203 -1.176
H 2.196 1.827 -0.900
H 1.569 3.301 -1.651
H 4.081 3.734 -3.511
H 3.412 2.842 -4.885
H 2.387 3.952 -3.975
H 4.155 0.667 -3.841
H 3.614 0.239 -2.212
H 4.807 1.526 -2.437
H -0.087 0.543 -4.754
H -0.832 -1.780 -4.481
H -0.403 -1.617 -2.767
H -2.634 -0.098 -4.214
H -2.885 -1.505 -3.182
H -1.661 1.126 -2.247
H -3.370 0.700 -2.076
H -1.114 -0.952 -0.854
H -2.879 1.166 0.438
H -1.875 -0.001 1.295
H 0.032 0.995 -0.325
H -1.010 2.421 -0.265
H 0.603 2.630 1.517
H -0.948 2.222 2.293
H 1.136 0.205 1.753
H 1.866 -2.988 4.512
H 0.557 -4.084 4.978
H 0.834 -3.700 3.271
H -1.855 -3.343 4.650
H -2.202 -1.691 4.119
H -1.541 -2.864 2.972
H 0.946 -1.208 6.049
H -0.384 -2.275 6.523
H -0.727 -0.667 5.868
H -3.450 -2.916 0.661

Atomic forces in eV per Å
-0.07 -0.20 -0.21
0.50 0.20 0.32
-0.26 -0.36 0.15
-0.33 0.02 -0.04
-0.04 0.10 -0.11
-0.14 0.04 -0.39
0.18 -0.14 0.37
-0.11 0.12 -0.31
-0.24 -0.10 0.07
0.25 0.12 0.13
-0.03 -0.37 0.02
-0.21 0.22 0.00
0.25 -0.10 -0.09
-0.09 -0.01 0.33
-0.12 0.20 -0.18
0.25 -0.13 -0.22
0.31 0.09 -0.05
-0.32 -0.01 0.16
0.15 -0.06 -0.08
-0.29 -0.40 0.42
-0.17 0.43 -0.10
0.20 0.23 -0.01
-0.01 0.11 -0.31
-0.10 -0.01 -0.21
-0.19 0.07 -0.09
0.38 -0.37 0.42
0.10 0.10 0.02
-0.01 0.00 0.07
-0.08 0.11 0.01
0.10 0.05 0.05
0.05 -0.03 -0.11
-0.07 0.11 -0.01
0.07 -0.01 -0.10
0.05 -0.03 0.04
0.11 0.07 0.02
0.11 -0.01 0.06
0.04 -0.01 0.13
-0.02 -0.05 -0.13
-0.07 -0.06 -0.06
-0.09 -0.04 -0.08
0.00 0.10 0.03
0.04 0.09 0.03
0.00 0.00 0.03
-0.07 -0.02 0.05
-0.09 0.02 0.03
0.03 0.08 -0.08
0.06 0.04 -0.11
-0.12 0.01 0.05
0.12 0.07 -0.05
-0.05 -0.03 0.09
0.12 0.01 0.05
-0.04 -0.08 0.08
0.00 -0.08 -0.11
-0.01 -0.13 0.07
-0.07 -0.03 0.00
-0.01 -0.07 -0.09
0.11 0.00 0.06
0.00 -0.11 0.08
-0.02 0.00 0.07
-0.06 0.24 -0.20

Löwdin charges, unit e, in atom order: -0.02, -0.57, -0.02, -0.02, 0.03, -0.56, 0.07, 0.09, -0.17, -0.16, -0.15, -0.24, -0.13, -0.17, -0.17, 0.09, -0.58, 0.08, 0.03, -0.57, -0.02, -0.02, -0.02, -0.51, 0.12, 0.11, 0.09, 0.07, 0.09, 0.09, 0.09, 0.09, 0.09, 0.08, 0.09, 0.15, 0.12, 0.12, 0.11, 0.11, 0.11, 0.12, 0.14, 0.14, 0.11, 0.08, 0.12, 0.12, 0.12, 0.15, 0.09, 0.09, 0.09, 0.09, 0.08, 0.08, 0.09, 0.09, 0.08, 0.13

5.
Here is a single C6H4N2S4 molecule from the OMol25 dataset. Energies are from wB97M-V/def2-TZVPD.

Summary:
M ... 232.4 g/mol
E ... -1933.2729 a.u.
Kohn-Sham gap ... 0.32357 Ha
SMILES string ... c1cc(SSc2ccns2)sn1
Multiplicity ... 1
Energy above the lowest of the compared OMol25 structures with the same formula, charge and spin ... 0.0 kJ/mol
LUMO level ... -0.454 eV
Total charge ... 0

CARTESIAN COORDINATES (ANGSTROEM)
C -1.656 -1.016 3.154
C -1.245 0.370 3.005
C -0.501 0.569 1.918
S 0.057 2.175 1.439
S -0.324 2.071 -0.618
C 1.078 1.340 -1.375
C 2.349 1.654 -1.035
C 3.283 0.864 -1.775
N 2.784 -0.025 -2.616
S 1.081 0.054 -2.615
S -0.230 -0.977 1.118
N -1.197 -1.817 2.225
H -2.312 -1.330 3.972
H -1.623 1.148 3.631
H 2.583 2.391 -0.290
H 4.341 0.998 -1.673

Atomic forces in eV per Å
0.93 1.03 -0.71
-1.36 -1.17 1.02
0.75 -0.34 -1.08
0.20 -0.72 -1.03
-0.64 0.24 0.12
-0.04 -0.73 -0.28
0.34 -0.57 -0.62
-1.29 -0.39 -0.23
-0.65 0.79 0.24
1.54 1.17 1.52
-0.92 0.43 1.34
0.21 0.28 -0.09
0.28 -0.30 -0.46
-0.03 0.41 0.31
0.20 0.13 0.09
0.48 -0.27 -0.12

Löwdin charges, unit e, in atom order: -0.25, -0.22, -0.94, 0.58, 0.54, -0.94, -0.21, -0.26, -0.29, 0.93, 0.95, -0.30, 0.11, 0.10, 0.09, 0.10

6.
Here is a molecular structure, C4H6O2 from the OMol25 dataset. Energies are from wB97M-V/def2-TZVPD.

Summary:
M ... 86.1 g/mol
E ... -306.4328 a.u.
Kohn-Sham gap ... 0.39336 Ha
Multiplicity ... 1
Energy above the lowest of the compared OMol25 structures with the same formula, charge and spin ... 192.9 kJ/mol
LUMO level ... 0.892 eV
Total charge ... 0

CARTESIAN COORDINATES (ANGSTROEM)
O -2.534 -0.106 0.244
C -1.608 0.270 0.923
C -0.191 -0.145 0.606
C 0.137 -0.430 -0.854
C 1.437 0.298 -0.505
O 0.818 0.878 0.667
H -1.770 0.885 1.830
H 0.074 -0.970 1.291
H -0.503 0.174 -1.501
H 0.160 -1.463 -1.201
H 1.819 1.049 -1.201
H 2.248 -0.384 -0.215

Atomic forces in eV per Å
0.36 0.23 0.36
-0.23 -0.13 -0.19
-0.25 -0.23 0.01
-0.03 -0.07 -0.14
0.26 -0.01 -0.26
-0.03 0.09 0.18
0.06 0.04 -0.10
-0.08 0.02 -0.10
0.07 -0.16 0.04
0.09 0.13 0.08
-0.09 -0.04 0.16
-0.11 0.13 -0.03

Löwdin charges, unit e, in atom order: 0.07, -0.19, -0.31, -0.08, -0.17, -0.08, 0.13, 0.16, 0.12, 0.11, 0.12, 0.12

7.
Here is a molecular structure, C13H14BNO2Tc from the OMol25 dataset. Energies are from wB97M-V/def2-TZVPD.

Summary:
M ... 325.1 g/mol
E ... -814.5720 a.u.
Kohn-Sham gap (spin up / spin down) ... 0.26540 / 0.29436 Ha
Multiplicity ... 4
LUMO level (spin up / spin down) ... 0.733 / -0.232 eV
Total charge ... 0

CARTESIAN COORDINATES (ANGSTROEM)
C 2.544 2.440 0.932
C 2.276 2.894 -0.398
C 2.265 1.757 -1.268
C 2.490 0.587 -0.470
C 2.687 1.010 0.888
Tc 0.588 1.579 0.334
N 0.155 1.259 1.981
C -1.161 2.798 0.887
C -0.455 3.273 -0.278
H 2.157 1.772 -2.350
H 2.186 3.934 -0.704
H 2.559 -0.433 -0.839
H 2.927 0.354 1.719
H 2.682 3.078 1.801
H 0.067 4.237 -0.200
H -1.208 3.459 1.766
H -0.236 0.979 2.879
H -0.898 3.060 -1.261
H -2.129 2.285 0.752
O -1.585 -0.724 0.097
B -0.211 -0.390 -0.152
O 0.431 -1.597 -0.563
C -0.512 -2.581 -0.592
C -0.388 -3.908 -0.929
C -1.528 -4.719 -0.842
C -2.755 -4.186 -0.427
C -2.869 -2.834 -0.093
C -1.744 -2.045 -0.182
H 0.570 -4.307 -1.250
H -1.463 -5.786 -1.102
H -3.632 -4.839 -0.366
H -3.809 -2.406 0.231

Atomic forces in eV per Å
1.06 0.11 -0.16
0.81 -0.35 -0.06
0.26 -0.08 0.14
0.48 0.47 0.21
0.33 0.28 -0.71
0.70 0.30 -4.31
-1.23 -1.86 6.36
-1.03 1.28 -1.38
-1.73 0.67 0.13
-0.14 0.00 0.39
-0.04 -0.44 0.09
-0.12 0.36 0.16
-0.27 0.22 -0.19
-0.13 -0.25 -0.21
-0.21 -0.56 -0.08
0.67 -0.68 -0.23
-0.03 0.01 -0.62
0.23 0.18 0.27
0.80 -0.12 -0.03
0.48 0.41 -0.17
-1.01 -0.61 0.38
0.19 0.74 -0.05
-1.07 0.13 0.35
0.23 -0.24 -0.11
-0.28 -0.09 0.03
0.25 -0.31 -0.14
-0.21 0.10 0.06
0.78 -0.58 -0.29
-0.13 0.01 0.05
0.01 0.61 0.14
0.37 0.32 -0.01
-0.02 -0.03 -0.01

Löwdin charges, unit e, in atom order: -0.20, -0.21, -0.16, -0.18, -0.19, 1.22, -0.22, -0.21, -0.28, 0.11, 0.11, 0.11, 0.12, 0.11, 0.06, 0.07, 0.02, 0.07, 0.07, 0.10, -0.41, 0.10, -0.22, -0.01, -0.10, -0.10, -0.01, -0.22, 0.12, 0.10, 0.10, 0.12

- multiplicity of number 2 (C33H89N3O13)?
  1